The following is a quantum chemistry calculation of a 12-piece molecular cluster, C24H72O24 overall, from the Open Molecules 2025 dataset.

Results
calculated total energy	-75176.5480	eV
maximum force	12.1	eV/Å
energy relative to the best compared isomer or geometry (same formula, charge and spin)	340.71	kcal/mol
gap between HOMO and LUMO	9.7	eV

Cartesian coordinates (Å):
O (49.7220, 28.4080, 39.7690)
C (48.5680, 27.7160, 39.3010)
C (48.5380, 27.9890, 37.8010)
O (47.5380, 27.2720, 37.1580)
H (49.7580, 29.0950, 39.2420)
H (48.7450, 26.6760, 39.3640)
H (47.7000, 27.8710, 39.8400)
H (49.3790, 27.9200, 37.2560)
H (48.1850, 29.0520, 37.5270)
H (47.3030, 27.9530, 36.4570)
O (44.4370, 22.3630, 38.7360)
C (45.6570, 22.6380, 38.1810)
C (45.7170, 23.8170, 37.1610)
O (47.0500, 24.3420, 37.2110)
H (44.0460, 22.1220, 38.0350)
H (46.2820, 22.9270, 39.1400)
H (46.2550, 21.8820, 37.8680)
H (45.0180, 24.4950, 37.3910)
H (45.5020, 23.6080, 36.0910)
H (47.0290, 25.3610, 37.6780)
O (47.0220, 30.8980, 32.2280)
C (46.3740, 30.5560, 33.4440)
C (46.8050, 29.1940, 33.8380)
O (46.2080, 28.7040, 35.0720)
H (46.6090, 31.7030, 31.8160)
H (46.6450, 31.1230, 34.3150)
H (45.2970, 30.6550, 33.3270)
H (47.8630, 29.1210, 33.7970)
H (46.6220, 28.3200, 33.1010)
H (45.3670, 28.4790, 34.8380)
O (51.9500, 25.8600, 35.3930)
C (51.6530, 25.7770, 36.7020)
C (50.3530, 25.0000, 36.6750)
O (49.9530, 24.7290, 38.0790)
H (52.9630, 25.8740, 35.2660)
H (52.4910, 25.1800, 37.3100)
H (51.6820, 26.8400, 37.1010)
H (50.4910, 24.0270, 36.2670)
H (49.6070, 25.4940, 36.1320)
H (49.0360, 24.3330, 38.1920)
O (44.4980, 22.2250, 33.3830)
C (45.3720, 21.2650, 33.9880)
C (46.7700, 21.2360, 33.3990)
O (47.1870, 19.9410, 33.6570)
H (44.9360, 23.0970, 33.6900)
H (45.2750, 21.4860, 35.0970)
H (44.7100, 20.4730, 33.7410)
H (47.3370, 22.0670, 33.8380)
H (46.7380, 21.4500, 32.3330)
H (47.5180, 19.6830, 34.5760)
O (45.7980, 24.9590, 33.5130)
C (47.0250, 25.3420, 34.0350)
C (48.0820, 25.4280, 32.8790)
O (49.2940, 25.7050, 33.4240)
H (45.3970, 25.5350, 32.9230)
H (47.4000, 26.4230, 34.4140)
H (47.5040, 24.8950, 34.9470)
H (47.9910, 26.1400, 32.1530)
H (48.2090, 24.5230, 32.3090)
H (49.5350, 24.9900, 34.0010)
O (43.6860, 23.5640, 28.0390)
C (44.9600, 24.2230, 28.2300)
C (45.5520, 23.9440, 29.6030)
O (46.6980, 24.6030, 29.7130)
H (43.8820, 23.0610, 27.2100)
H (45.6060, 23.6840, 27.5480)
H (45.0220, 25.2570, 27.9450)
H (45.7450, 23.0730, 29.6140)
H (44.7120, 24.0850, 30.4150)
H (47.4660, 24.0910, 29.3330)
O (44.1140, 26.8380, 30.9710)
C (43.0990, 26.7790, 30.1050)
C (41.6980, 27.1160, 30.8150)
O (40.6210, 27.0510, 29.7870)
H (44.9890, 26.9290, 30.4880)
H (43.1450, 27.4890, 29.2040)
H (43.1580, 25.8860, 29.6630)
H (41.6180, 28.0370, 31.1200)
H (41.2490, 26.3030, 31.4630)
H (40.1140, 27.8090, 29.9050)
O (49.8760, 28.1020, 28.2510)
C (48.6960, 27.3730, 28.5220)
C (47.7900, 27.9620, 29.5560)
O (46.5660, 27.1990, 29.5100)
H (49.6630, 28.9680, 28.0830)
H (48.2190, 27.2080, 27.5560)
H (49.1800, 26.3850, 28.8500)
H (47.4640, 28.9650, 29.2190)
H (48.0700, 27.9430, 30.6440)
H (46.6640, 26.3170, 29.3600)
O (51.2160, 21.9260, 29.6850)
C (51.4470, 22.7290, 30.8510)
C (51.0720, 22.1190, 32.3190)
O (51.1310, 23.0010, 33.4260)
H (51.5350, 21.1220, 29.7620)
H (52.5550, 22.8900, 30.9980)
H (50.7350, 23.6690, 30.8450)
H (51.7270, 21.1370, 32.4940)
H (50.0820, 21.7540, 32.3110)
H (51.8710, 22.7040, 33.9930)
O (50.4920, 27.9210, 31.7770)
C (51.5900, 27.2450, 31.3000)
C (52.7080, 27.8640, 31.9920)
O (53.9880, 27.7430, 31.3680)
H (49.8380, 27.1130, 32.1740)
H (51.3880, 26.0210, 31.3720)
H (51.5990, 27.6370, 30.1750)
H (52.7260, 27.7360, 33.0000)
H (52.5720, 28.8700, 32.0590)
H (53.7970, 27.9950, 30.3970)
O (42.1190, 26.4730, 36.7700)
C (43.0370, 27.1430, 35.9010)
C (42.8430, 26.7840, 34.4240)
O (43.7220, 27.5690, 33.6540)
H (42.5680, 26.4260, 37.5940)
H (42.9910, 28.1280, 35.9290)
H (44.0710, 27.0040, 36.2080)
H (41.8310, 27.1730, 34.1950)
H (42.9700, 25.6910, 34.1120)
H (43.6620, 27.3920, 32.7190)

Forces on atoms 1 to 2 (eV/Å):
O -0.7991 -5.2844 4.4297
C 2.8905 -0.1632 -2.3830